No. 1
{
  "formula": "C31H35Cl3MnNO3PSSi",
  "method": "ωB97M-V/def2-TZVPD",
  "symbols": ["Mn", "C", "S", "O", "C", "C", "C", "C", "C", "C", "H", "H", "H", "H", "H", "H", "H", "H", "Cl", "C", "Cl", "Cl", "C", "O", "O", "C", "P", "C", "C", "C", "C", "C", "C", "C", "C", "C", "C", "C", "C", "H", "H", "H", "H", "H", "H", "H", "H", "H", "H", "H", "H", "H", "C", "Si", "C", "C", "N", "C", "C", "C", "C", "C", "C", "H", "H", "H", "H", "H", "H", "H", "H", "H", "H", "H", "H", "H", "H"],
  "coordinates": [[-0.5793, -1.2132, 0.7591], [1.4832, 3.8659, -3.4735], [2.1992, 2.7638, -2.2712], [1.2015, 2.3394, -1.2369], [3.2546, 3.9400, -1.4320], [4.5014, 4.2123, -1.9704], [5.1960, 5.2453, -1.3464], [4.6772, 5.8473, -0.1832], [3.4754, 5.4959, 0.3811], [2.7249, 4.5273, -0.3066], [0.5991, 3.4271, -4.0144], [2.3498, 4.2147, -4.0608], [1.0856, 4.8124, -2.9540], [4.9498, 3.7099, -2.8643], [6.1634, 5.6221, -1.7044], [5.3626, 6.5471, 0.3385], [3.1994, 5.7699, 1.4525], [1.7079, 4.2321, 0.0402], [0.2974, -6.0357, 1.8160], [1.2894, -4.5558, 1.9289], [1.9175, -4.4857, 3.5723], [2.7570, -4.7505, 0.8808], [0.5629, -3.2703, 1.6087], [-0.7179, -3.1619, 1.5511], [1.2399, -2.2466, 1.1912], [-2.4049, 0.3103, -1.9959], [-1.4270, -1.1722, -1.5120], [0.0334, -1.0411, -2.5609], [1.0144, -2.0336, -2.3405], [2.1301, -2.0214, -3.2078], [2.3064, -1.1622, -4.2212], [1.3933, -0.1106, -4.3439], [0.2512, -0.0619, -3.5668], [-2.3095, -2.7069, -1.9231], [-3.1836, -2.9234, -2.9383], [-3.6257, -4.1666, -3.1843], [-3.2196, -5.2554, -2.4424], [-2.1836, -5.0751, -1.5173], [-1.6888, -3.8206, -1.2853], [-3.2292, 0.5295, -1.3068], [-2.6748, 0.3967, -3.0077], [-1.7373, 1.1451, -1.7635], [1.0897, -2.8007, -1.5440], [2.7921, -2.8492, -3.0962], [3.0446, -1.3960, -5.0134], [1.6511, 0.7402, -4.9999], [-0.6597, 0.4732, -3.7604], [-3.4944, -2.0801, -3.6689], [-4.3319, -4.3493, -4.0452], [-3.5507, -6.2104, -2.8504], [-1.7814, -5.8442, -0.9338], [-1.0205, -3.6734, -0.4444], [1.2018, 1.3921, 1.9934], [0.2541, 0.5224, 3.4124], [-0.4737, 1.6780, 4.7355], [1.6002, -0.5751, 4.0554], [-1.0472, -0.2684, 2.6232], [-2.3958, -0.2156, 2.7863], [-3.0783, 1.0761, 2.7872], [-4.3338, 1.2618, 3.2493], [-5.0625, 0.1192, 3.7701], [-4.4465, -1.1484, 3.7197], [-3.1682, -1.3466, 3.2401], [2.1523, 1.7998, 2.3931], [0.5477, 2.1555, 1.6304], [1.4167, 0.6403, 1.2382], [0.3639, 1.9828, 5.3618], [-1.2369, 1.1317, 5.3044], [-0.9649, 2.6266, 4.3128], [2.4636, 0.0068, 4.4059], [1.7773, -1.2955, 3.2611], [1.3516, -1.1331, 4.9542], [-2.4685, 1.8566, 2.3251], [-4.7061, 2.2569, 3.1234], [-6.0909, 0.1682, 4.1040], [-5.0492, -2.0202, 3.8322], [-2.6886, -2.3652, 3.1529]],
  "multiplicity": 6,
  "charge": 0,
  "energy_ha": -5043.3324
}

=====

No. 2
{
  "formula": "C31H35CoN3Si",
  "method": "ωB97M-V/def2-TZVPD",
  "symbols": ["Co", "C", "C", "C", "C", "C", "C", "C", "H", "H", "H", "H", "H", "H", "H", "H", "N", "C", "C", "C", "C", "C", "C", "C", "H", "H", "H", "H", "C", "C", "C", "C", "C", "C", "C", "C", "N", "H", "H", "H", "H", "H", "H", "H", "H", "H", "C", "Si", "C", "C", "N", "C", "C", "C", "C", "C", "C", "H", "H", "H", "H", "H", "H", "H", "H", "H", "H", "H", "H", "H", "H"],
  "coordinates": [[-0.4341, -0.0415, -0.4194], [2.1801, -0.1356, 5.4203], [0.9960, -0.0717, 4.4908], [0.5528, 1.1411, 3.9779], [-0.5201, 1.1925, 3.0944], [-1.1572, 0.0244, 2.7099], [-0.7184, -1.1954, 3.2088], [0.3434, -1.2386, 4.0977], [1.8874, -0.4661, 6.4208], [2.6553, 0.8417, 5.5150], [2.9290, -0.8382, 5.0483], [1.0718, 2.0544, 4.2499], [-0.8346, 2.1382, 2.6689], [-1.9599, 0.0478, 1.9874], [-1.1761, -2.1086, 2.8496], [0.7019, -2.1964, 4.4618], [-3.5597, 6.6844, -0.3601], [-3.0665, 5.6413, -0.3820], [-2.4563, 4.3456, -0.4043], [-1.1011, 4.2009, -0.7120], [-0.5250, 2.9423, -0.7235], [-1.2359, 1.7563, -0.4360], [-2.5997, 1.9597, -0.1292], [-3.2067, 3.2037, -0.1127], [-0.5127, 5.0824, -0.9438], [0.5267, 2.8671, -0.9753], [-3.2139, 1.0970, 0.1088], [-4.2604, 3.3052, 0.1249], [-3.9785, -1.7326, 0.0612], [-3.1878, -2.9319, -0.3658], [-3.7969, -4.1523, -0.5785], [-3.0847, -5.2804, -0.9875], [-1.7111, -5.1329, -1.1880], [-1.0515, -3.9366, -0.9913], [0.4301, -3.8291, -1.2466], [-1.7682, -2.7621, -0.5526], [-1.1568, -1.6164, -0.3160], [-5.0443, -1.9676, 0.1334], [-3.8397, -0.9109, -0.6466], [-3.6339, -1.3538, 1.0298], [-4.8723, -4.2252, -0.4222], [-3.5798, -6.2303, -1.1525], [-1.1272, -5.9921, -1.5168], [0.9898, -4.6040, -0.7113], [0.7885, -2.8517, -0.9254], [0.6640, -3.9332, -2.3119], [2.7629, 2.1050, 0.8792], [2.6337, 0.5178, -0.1448], [2.4569, -0.9074, 1.0668], [4.3279, 0.2826, -0.9661], [1.3172, 0.5011, -1.2231], [1.3412, 0.8737, -2.5357], [0.3732, 0.3673, -3.4381], [0.3705, 0.7209, -4.7719], [1.3217, 1.5979, -5.2940], [2.2689, 2.1237, -4.4266], [2.2768, 1.7818, -3.0830], [3.5388, 2.0266, 1.6479], [1.8103, 2.3119, 1.3724], [2.9990, 2.9637, 0.2428], [3.0728, -0.7598, 1.9599], [2.7615, -1.8411, 0.5850], [1.4174, -1.0324, 1.3770], [5.0383, -0.0681, -0.2100], [4.7358, 1.1903, -1.4127], [4.2645, -0.4774, -1.7486], [-0.3663, -0.3185, -3.0397], [-0.3899, 0.3028, -5.4239], [1.3105, 1.8751, -6.3416], [3.0077, 2.8292, -4.7961], [3.0035, 2.2423, -2.4235]],
  "multiplicity": 2,
  "charge": -2,
  "energy_ha": -3038.8245
}

=====

No. 3
{
  "formula": "C31H35N4ScSe4",
  "method": "ωB97M-V/def2-TZVPD",
  "symbols": ["Sc", "C", "C", "C", "C", "C", "C", "C", "C", "N", "C", "C", "C", "C", "N", "C", "C", "C", "C", "C", "C", "C", "C", "H", "H", "H", "H", "H", "H", "H", "H", "H", "H", "H", "H", "H", "H", "H", "H", "H", "H", "H", "H", "H", "H", "H", "H", "Se", "Se", "Se", "Se", "C", "C", "C", "C", "C", "C", "H", "H", "H", "H", "H", "N", "C", "C", "C", "N", "C", "C", "H", "H", "H", "H", "H", "H"],
  "coordinates": [[0.1732, 0.2922, 0.3252], [0.2355, 3.8416, -1.5787], [-0.1335, 2.9474, -2.7247], [0.2655, 3.2579, -4.0204], [-0.0534, 2.4377, -5.0884], [-0.8042, 1.2933, -4.8778], [-1.2351, 0.9505, -3.6030], [-2.0775, -0.2780, -3.3853], [-0.8733, 1.7825, -2.5403], [-1.2775, 1.3446, -1.2282], [-2.4609, 1.5915, -0.8301], [-3.4268, 2.5074, -1.5144], [-2.9434, 0.8172, 0.3759], [-4.3574, 1.0129, 0.8237], [-2.1326, -0.0314, 0.8697], [-2.5763, -0.9698, 1.8611], [-2.9339, -2.2376, 1.4013], [-2.9118, -2.5552, -0.0686], [-3.2809, -3.1995, 2.3425], [-3.2606, -2.9063, 3.6958], [-2.9039, -1.6377, 4.1243], [-2.5601, -0.6432, 3.2162], [-2.1786, 0.7326, 3.6775], [0.6415, 4.7819, -1.9488], [0.9831, 3.3668, -0.9411], [-0.6178, 4.0649, -0.9357], [0.8463, 4.1576, -4.1827], [0.2821, 2.6909, -6.0855], [-1.0605, 0.6490, -5.7097], [-2.1191, -0.8729, -4.2961], [-3.1063, -0.0176, -3.1165], [-1.6742, -0.9046, -2.5889], [-2.9454, 3.0311, -2.3356], [-3.8119, 3.2373, -0.8006], [-4.2808, 1.9503, -1.9050], [-4.5212, 2.0561, 1.0990], [-4.5907, 0.3783, 1.6741], [-5.0461, 0.7826, 0.0086], [-1.9239, -2.3695, -0.5016], [-3.6210, -1.9407, -0.6292], [-3.1654, -3.6001, -0.2386], [-3.5559, -4.1912, 2.0044], [-3.5194, -3.6688, 4.4187], [-2.8831, -1.4087, 5.1828], [-2.0979, 0.7642, 4.7629], [-2.9198, 1.4790, 3.3773], [-1.2260, 1.0497, 3.2518], [2.2545, -3.3435, -0.4159], [3.6050, -2.3065, 1.0674], [2.2390, 0.3781, -1.1998], [0.9748, -1.5327, -1.5615], [0.8637, 4.7646, 2.6728], [1.9157, 3.9043, 2.3921], [1.6717, 2.6858, 1.7666], [0.3819, 2.2703, 1.3954], [-0.6470, 3.1699, 1.7012], [-0.4278, 4.3918, 2.3251], [1.0475, 5.7160, 3.1561], [2.9290, 4.1847, 2.6546], [2.5240, 2.0441, 1.5536], [-1.6794, 2.9243, 1.4452], [-1.2589, 5.0546, 2.5394], [1.7081, -3.5220, 5.2052], [1.2971, -2.6823, 4.2081], [0.6297, -3.1680, 3.0815], [0.2708, -2.2927, 2.0926], [0.4983, -0.9703, 2.1474], [1.1087, -0.5019, 3.2497], [1.5008, -1.2994, 4.2914], [1.8147, -4.4925, 4.9608], [2.4197, -3.1754, 5.8261], [0.4532, -4.2268, 2.9491], [-0.1905, -2.6667, 1.1886], [1.2898, 0.5650, 3.2767], [2.0080, -0.8630, 5.1416]],
  "charge": 0,
  "e_above_lowest_ev": 0.455
}